# C30H34N4OPdS2Si

A molecular structure, C30H34N4OPdS2Si (the ωB97M-V functional and the def2-TZVPD basis, the OMol25 dataset).

Positions of all 73 atoms, in Å:
Pd: 0.98 -0.48 0.75
C: 5.94 -1.90 0.30
C: 5.97 -0.82 1.37
N: 5.28 0.40 0.94
C: 6.12 1.43 0.33
C: 6.71 2.37 1.37
C: 3.97 0.60 1.13
S: 3.05 -0.65 1.90
N: 3.52 1.81 0.79
C: 2.34 2.11 0.31
O: 1.45 1.32 -0.13
C: 2.03 3.58 0.21
C: 3.00 4.53 0.52
C: 2.69 5.88 0.43
C: 1.42 6.29 0.04
C: 0.46 5.34 -0.27
C: 0.76 3.99 -0.18
H: 6.49 -2.78 0.63
H: 6.39 -1.54 -0.63
H: 4.91 -2.20 0.09
H: 7.00 -0.54 1.59
H: 5.52 -1.18 2.29
H: 5.52 1.99 -0.38
H: 6.91 0.92 -0.23
H: 5.90 2.89 1.88
H: 7.36 3.10 0.90
H: 7.29 1.82 2.11
H: 3.98 4.20 0.83
H: 3.44 6.62 0.68
H: 1.19 7.34 -0.03
H: -0.53 5.65 -0.58
H: 0.01 3.24 -0.41
C: -3.27 2.60 -2.44
C: -3.95 2.27 -1.27
C: -3.33 1.49 -0.31
C: -2.04 1.00 -0.50
C: -1.37 1.34 -1.68
C: -1.98 2.13 -2.64
Si: -1.29 -0.10 0.81
C: -2.06 -2.70 -0.28
C: -2.13 -2.14 -1.72
C: -2.20 -3.11 -2.82
C: -2.41 -4.42 -2.58
C: -2.36 -4.95 -1.24
C: -2.10 -4.17 -0.18
H: -3.75 3.22 -3.19
H: -4.96 2.64 -1.11
H: -3.87 1.23 0.60
H: -0.35 0.99 -1.84
H: -1.44 2.39 -3.55
H: -1.73 0.43 2.12
H: -1.63 -1.20 -1.95
H: -2.07 -2.75 -3.83
H: -2.51 -5.11 -3.41
H: -2.42 -6.02 -1.10
H: -1.92 -4.60 0.79
C: -4.53 -3.26 3.11
C: -3.97 -2.82 1.79
C: -4.78 -2.89 0.67
C: -4.48 -2.53 -0.65
N: -3.22 -1.97 -0.79
C: -1.64 -1.99 0.98
S: 0.04 -2.36 1.58
N: -2.65 -2.36 1.95
C: -5.45 -2.51 -1.78
H: -5.57 -3.57 3.01
H: -4.49 -2.45 3.85
H: -3.96 -4.10 3.52
H: -5.76 -3.30 0.84
H: -2.40 -2.16 2.91
H: -6.40 -2.95 -1.47
H: -5.06 -3.07 -2.64
H: -5.63 -1.48 -2.11

Results
**⟨S²⟩**: 2.0314
**LUMO (spin up / spin down)**: 0.21 / -2.25 eV
**HOMO (spin up / spin down)**: -5.3875 / -7.7442 eV
**Largest force on an atom**: 0.58 eV Å⁻¹
**HOMO-LUMO gap (spin up / spin down)**: 5.6003 / 5.4973 eV
**Energy relative to the best compared isomer or geometry (same formula, charge and spin)**: 344.6 kJ/mol
**Spin multiplicity**: 3
**E**: -72695.764 eV

From a Mulliken analysis of the wavefunction, the atomic charges in e read:
1 Pd -0.021
2 C -0.962
3 C -1.036
4 N 0.184
5 C -0.652
6 C -1.125
7 C 0.476
8 S -0.329
9 N -0.203
10 C 0.469
11 O -0.850
12 C 0.066
13 C -0.101
14 C -0.707
15 C -0.338
16 C -0.719
17 C -0.128
18 H 0.390
19 H 0.300
20 H 0.226
21 H 0.338
22 H 0.567
23 H 0.439
24 H 0.405
25 H 0.258
26 H 0.354
27 H 0.384
28 H 0.383
29 H 0.409
30 H 0.376
31 H 0.435
32 H 0.434
33 C -0.605
34 C -0.718
35 C -0.507
36 C 1.283
37 C -0.656
38 C -0.783
39 Si 0.417
40 C 0.589
41 C 0.207
42 C -1.336
43 C -0.466
44 C -0.884
45 C -0.390
46 H 0.413
47 H 0.413
48 H 0.362
49 H 0.454
50 H 0.443
51 H -0.210
52 H 0.041
53 H 0.372
54 H 0.439
55 H 0.422
56 H 0.411
57 C -1.714
58 C 0.766
59 C -0.580
60 C 0.261
61 N 0.482
62 C 0.592
63 S -0.394
64 N -0.109
65 C -1.436
66 H 0.417
67 H 0.356
68 H 0.320
69 H 0.239
70 H 0.425
71 H 0.425
72 H 0.270
73 H 0.249